Computed, not measured: a gas-phase ion, C4H8OS2 (charge -1) in a non-equilibrium geometry, with ωB97M-V/def2-TZVPD.

Each line ends with the Löwdin charge.
CARTESIAN COORDINATES (ANGSTROEM)
S1 -0.3539 -1.3073 2.1377  0.32
S2 -0.3886 1.0109 0.9819  0.33
O1 1.0141 1.9509 -3.0415  -0.01
C1 -1.9487 -1.6421 1.5786  -0.71
C2 1.2430 0.6360 0.2077  -0.67
C3 0.5487 1.5093 -2.0074  -0.29
C4 1.1104 0.2817 -1.2747  -0.25
H1 1.6676 -0.2802 0.6282  0.01
H2 -1.9246 -2.6591 1.6570  -0.06
H3 0.2248 -0.3184 -1.3279  0.08
H4 -2.7712 -1.2555 2.2350  0.03
H5 -2.1559 -1.2616 0.6173  -0.02
H6 -0.0911 2.0569 -1.2935  0.06
H7 1.9656 -0.2109 -1.7415  0.11
H8 1.8597 1.4894 0.6432  0.06

energy above the lowest of the compared OMol25 structures with the same formula, charge and spin: 88.3 kJ/mol
charge: -1
highest occupied orbital energy (alpha / beta): -2.00 / -3.35 eV
2S+1: 2
orbital gap (alpha / beta): 0.213 / 0.253 Ha
expectation value of S²: 0.76